P:
Formula: C8H8
Source: the OMol25 dataset
Level of theory: ωB97M-V with the def2-TZVPD basis set

Each line ends with the natural charge from an NBO analysis.
Element x y z (Å)
C1 0.460 0.724 1.518  -0.445
C2 1.397 1.573 0.647  -0.249
C3 1.094 1.274 -0.617  -0.205
C4 -0.114 0.438 -0.773  -0.112
C5 -0.224 0.033 0.569  -0.040
C6 -0.869 -1.241 0.575  -0.250
C7 -1.139 -1.756 -0.679  -0.183
C8 -0.582 -0.673 -1.636  -0.476
H1 0.730 0.309 2.786  0.248
H2 -0.530 1.374 1.666  0.299
H3 2.126 2.353 1.067  0.229
H4 1.580 1.848 -1.517  0.213
H5 -0.945 -1.923 1.422  0.209
H6 -2.002 -2.660 -0.679  0.243
H7 0.430 -1.287 -1.922  0.270
H8 -1.413 -0.388 -2.426  0.249

Its LUMO energy is 0.6948 eV. As for the HOMO energy: -7.80 eV.

Q:
Formula: C8H8
Source: the OMol25 dataset
Level of theory: ωB97M-V with the def2-TZVPD basis set

Each line ends with the natural charge from an NBO analysis.
Element x y z (Å)
C1 -1.596 -0.327 2.219  -0.381
C2 -0.890 -0.122 0.969  -0.088
C3 -1.031 0.929 -0.013  -0.193
C4 -0.339 1.399 -1.129  -0.155
C5 0.959 0.806 -1.754  -0.241
C6 1.648 -0.185 -1.202  -0.189
C7 1.287 -1.233 -0.027  -0.244
C8 0.095 -1.250 0.679  -0.152
H1 -1.701 -1.244 2.700  0.190
H2 -2.320 0.521 2.926  0.200
H3 -1.691 1.551 0.073  0.184
H4 -0.520 2.358 -1.574  0.200
H5 1.147 1.606 -2.562  0.225
H6 2.459 -0.674 -1.676  0.206
H7 2.057 -1.994 0.323  0.230
H8 -0.218 -2.224 1.334  0.209

Its LUMO energy is 0.0022 eV. As for the HOMO energy: -7.67 eV.

It is P that is the most stable of them.

P:
Formula: C8H8
Source: the OMol25 dataset
Level of theory: ωB97M-V with the def2-TZVPD basis set

Each line ends with the natural charge from an NBO analysis.
Element x y z (Å)
C1 -1.703 -0.274 -2.407  -0.205
C2 -0.939 -0.279 -1.482  -0.067
C3 -0.481 -0.346 -0.125  -0.168
C4 -1.197 -0.942 0.736  -0.322
C5 0.973 -0.011 0.102  -0.050
C6 1.667 -0.137 -1.052  -0.362
C7 1.281 0.741 1.392  -0.211
C8 0.318 1.072 2.320  -0.404
H1 -2.596 -0.096 -3.226  0.271
H2 -0.887 -1.000 1.817  0.208
H3 -2.354 -1.353 0.617  0.215
H4 2.808 -0.291 -0.727  0.196
H5 1.387 -0.236 -2.080  0.238
H6 2.415 1.232 1.341  0.231
H7 -0.789 1.008 2.193  0.219
H8 0.506 1.795 3.165  0.210

Its LUMO energy is 0.4507 eV. As for the HOMO energy: -8.66 eV.

Q:
Formula: C8H8
Source: the OMol25 dataset
Level of theory: ωB97M-V with the def2-TZVPD basis set

Each line ends with the natural charge from an NBO analysis.
Element x y z (Å)
C1 -2.551 -0.047 0.026  -0.404
C2 -1.198 -0.051 0.020  -0.138
C3 -0.480 -1.273 -0.065  -0.097
C4 0.865 -1.545 -0.035  -0.231
C5 1.963 -0.666 0.065  -0.218
C6 1.925 0.695 -0.011  -0.186
C7 0.764 1.578 -0.049  -0.228
C8 -0.580 1.255 0.014  -0.136
H1 -3.171 0.803 0.243  0.196
H2 -3.097 -0.968 -0.198  0.189
H3 -1.111 -2.144 -0.036  0.200
H4 1.159 -2.605 0.011  0.212
H5 2.969 -0.975 0.205  0.214
H6 2.877 1.181 -0.085  0.206
H7 0.945 2.687 -0.100  0.214
H8 -1.280 2.076 -0.005  0.207

Its LUMO energy is -0.0709 eV. As for the HOMO energy: -7.31 eV.

R:
Formula: C8H8
Source: the OMol25 dataset
Level of theory: ωB97M-V with the def2-TZVPD basis set

Each line ends with the natural charge from an NBO analysis.
Element x y z (Å)
C1 -1.782 0.501 -0.491  -0.205
C2 -1.832 -0.529 0.364  -0.205
C3 -0.368 -0.713 0.727  -0.243
C4 0.332 -0.692 -0.682  -0.205
C5 1.866 -0.477 -0.507  -0.229
C6 1.807 0.464 0.460  -0.198
C7 0.280 0.717 0.761  -0.231
C8 -0.341 0.739 -0.626  -0.253
H1 -2.530 1.352 -0.891  0.231
H2 -2.672 -1.189 0.691  0.225
H3 -0.286 -1.441 1.564  0.216
H4 0.110 -1.487 -1.434  0.214
H5 2.701 -0.858 -1.091  0.226
H6 2.792 0.758 0.982  0.220
H7 0.136 1.377 1.589  0.219
H8 -0.024 1.422 -1.437  0.217

Its LUMO energy is 1.0508 eV. As for the HOMO energy: -8.80 eV.

It is Q that is the most stable of them.

P:
Formula: C27H33BrIrN3O2Se2
Source: the OMol25 dataset
Level of theory: ωB97M-V with the def2-TZVPD basis set

Each line ends with the natural charge from an NBO analysis.
Element x y z (Å)
Ir1 -0.491 0.882 0.733  0.514
C1 -3.341 2.840 0.018  -0.789
Se1 -2.347 2.325 1.606  0.731
C2 -3.662 1.138 2.437  -0.603
C3 -3.868 -0.130 1.656  -0.584
Se2 -2.136 -0.910 1.291  0.604
C4 -1.636 -1.418 3.106  -0.784
H1 -4.192 3.411 0.385  0.260
H2 -3.661 1.987 -0.571  0.239
H3 -2.695 3.488 -0.567  0.263
H4 -4.590 1.685 2.608  0.279
H5 -3.211 0.944 3.410  0.244
H6 -4.305 0.028 0.670  0.255
H7 -4.490 -0.856 2.181  0.277
H8 -2.176 -2.332 3.345  0.260
H9 -1.887 -0.629 3.807  0.242
H10 -0.562 -1.590 3.121  0.259
C5 2.977 2.044 0.435  -0.254
O1 2.052 0.945 0.586  -0.544
C6 2.635 -0.290 0.726  0.255
C7 3.984 -0.519 0.930  -0.289
C8 4.434 -1.836 0.959  -0.058
Br1 6.264 -2.155 1.228  0.155
C9 3.574 -2.902 0.779  -0.189
C10 2.209 -2.679 0.596  -0.090
C11 1.773 -1.362 0.592  0.242
O2 0.406 -1.033 0.368  -0.726
C12 1.359 -3.846 0.324  0.322
N1 1.825 -4.924 -0.231  -0.399
C13 0.754 -5.794 -0.317  0.066
C14 0.703 -7.094 -0.822  -0.168
C15 -0.506 -7.751 -0.762  -0.210
C16 -1.648 -7.142 -0.214  -0.176
C17 -1.617 -5.855 0.285  -0.270
C18 -0.395 -5.196 0.213  0.156
N2 0.009 -3.928 0.604  -0.575
H11 3.667 1.817 -0.377  0.210
H12 3.513 2.205 1.369  0.205
H13 2.394 2.920 0.184  0.218
H14 4.691 0.285 1.053  0.256
H15 3.933 -3.921 0.765  0.276
H16 0.073 -1.531 -0.399  0.542
H17 1.586 -7.558 -1.237  0.240
H18 -0.584 -8.761 -1.140  0.234
H19 -2.574 -7.699 -0.181  0.230
H20 -2.501 -5.397 0.708  0.213
H21 -0.527 -3.292 1.164  0.395
C19 -1.313 3.888 -3.714  -0.405
N3 -0.255 2.978 -3.355  -0.458
C20 1.005 3.092 -4.051  -0.402
C21 -0.285 2.382 -2.064  -0.228
C22 0.080 3.263 -0.863  -0.073
C23 0.671 4.511 -1.048  -0.158
C24 1.124 5.264 0.025  -0.160
C25 1.026 4.784 1.326  -0.213
C26 0.417 3.562 1.550  -0.237
C27 -0.038 2.808 0.461  -0.159
H22 -1.373 3.966 -4.799  0.226
H23 -1.199 4.906 -3.314  0.173
H24 -2.271 3.496 -3.363  0.190
H25 0.819 3.171 -5.122  0.222
H26 1.598 2.192 -3.885  0.201
H27 1.617 3.957 -3.761  0.169
H28 0.404 1.528 -2.064  0.208
H29 -1.281 1.955 -1.890  0.196
H30 0.790 4.887 -2.053  0.236
H31 1.564 6.236 -0.156  0.247
H32 1.390 5.371 2.157  0.250
H33 0.298 3.196 2.562  0.240

Its LUMO energy is -8.0681 eV. Its charge is +2. As for the HOMO energy: -12.83 eV.

Q:
Formula: C27H33BrIrN3O2Se2
Source: the OMol25 dataset
Level of theory: ωB97M-V with the def2-TZVPD basis set

Each line ends with the natural charge from an NBO analysis.
Element x y z (Å)
Ir1 0.256 1.481 -0.973  0.604
C1 3.865 1.383 -0.084  -0.769
Se1 2.578 1.221 -1.535  0.620
C2 2.938 2.873 -2.530  -0.577
C3 2.254 4.095 -1.958  -0.571
Se2 0.332 3.759 -1.736  0.609
C4 -0.083 5.120 -0.414  -0.766
H1 4.778 0.919 -0.449  0.263
H2 3.468 0.844 0.772  0.266
H3 4.033 2.423 0.173  0.240
H4 2.615 2.660 -3.549  0.259
H5 4.021 2.991 -2.537  0.274
H6 2.330 4.933 -2.652  0.273
H7 2.666 4.404 -1.000  0.240
H8 0.106 6.079 -0.891  0.262
H9 0.512 4.986 0.481  0.257
H10 -1.142 5.034 -0.184  0.250
C5 -2.900 2.260 -0.802  -0.244
O1 -1.871 1.272 -1.064  -0.556
C6 -2.299 -0.031 -1.343  0.220
C7 -3.596 -0.342 -1.691  -0.273
C8 -3.892 -1.664 -2.016  -0.070
Br1 -5.649 -2.097 -2.511  0.161
C9 -2.922 -2.646 -1.988  -0.168
C10 -1.622 -2.331 -1.600  -0.097
C11 -1.338 -1.018 -1.280  0.263
O2 -0.055 -0.627 -0.864  -0.717
C12 -0.571 -3.357 -1.627  0.320
N1 -0.482 -4.255 -2.555  -0.384
C13 0.662 -4.986 -2.251  0.050
C14 1.217 -6.079 -2.916  -0.169
C15 2.355 -6.638 -2.375  -0.206
C16 2.937 -6.130 -1.201  -0.176
C17 2.406 -5.042 -0.537  -0.267
C18 1.263 -4.482 -1.094  0.165
N2 0.480 -3.391 -0.720  -0.610
H11 -3.501 2.405 -1.696  0.221
H12 -2.378 3.173 -0.550  0.201
H13 -3.509 1.931 0.039  0.222
H14 -4.377 0.402 -1.732  0.256
H15 -3.149 -3.665 -2.268  0.273
H16 0.612 -1.258 -1.201  0.546
H17 0.758 -6.469 -3.814  0.240
H18 2.812 -7.492 -2.856  0.235
H19 3.824 -6.607 -0.807  0.232
H20 2.857 -4.658 0.368  0.223
H21 0.416 -3.051 0.228  0.419
C19 -1.590 -1.218 3.759  -0.402
N3 -2.109 -0.179 2.896  -0.458
C20 -3.017 0.774 3.492  -0.404
C21 -1.314 0.249 1.788  -0.239
C22 -0.160 1.234 2.029  -0.033
C23 0.145 1.565 3.351  -0.139
C24 1.159 2.439 3.697  -0.204
C25 1.914 3.022 2.696  -0.211
C26 1.627 2.717 1.374  -0.301
C27 0.603 1.843 1.022  -0.093
H22 -2.420 -1.695 4.280  0.220
H23 -0.873 -0.882 4.519  0.173
H24 -1.098 -1.982 3.154  0.191
H25 -3.785 0.236 4.048  0.222
H26 -3.517 1.344 2.704  0.186
H27 -2.552 1.494 4.179  0.175
H28 -1.996 0.706 1.066  0.185
H29 -0.902 -0.649 1.323  0.196
H30 -0.445 1.112 4.132  0.221
H31 1.357 2.657 4.737  0.242
H32 2.718 3.708 2.931  0.234
H33 2.239 3.173 0.612  0.190

Its LUMO energy is -6.9199 eV. Its charge is +2. As for the HOMO energy: -13.03 eV.

It is Q that is the most stable of them.